(1)
Molecular formula: C3H3ClF2
Method: DFT, ωB97M-V with the def2-TZVPD basis set

For the gap between HOMO and LUMO, the calculation gives 8.56 eV. The LUMO energy comes out at -0.82 eV.

Last column: Löwdin charge in e.
Positions of all 9 atoms, in Å:
C1 1.32173 0.08697 -0.09858  -0.04
C2 4.07700 0.92553 0.38526  -0.61
C3 1.39593 -1.40303 0.18392  -0.12
F1 1.19465 0.31690 -1.46499  -0.06
F2 4.41613 -0.38804 0.43360  -0.14
Cl1 3.51662 1.32546 1.81353  0.76
H1 0.86272 -2.01536 -0.53644  0.07
H2 0.99133 -1.46538 1.24329  0.10
H3 2.39969 -1.68658 0.28954  0.04



(2)
Molecular formula: C6H15N2
Method: DFT, ωB97M-V with the def2-TZVPD basis set

For the gap between HOMO and LUMO (alpha / beta), the calculation gives 5.87 / 9.75 eV. The expectation value of S² is 0.753. Its multiplicity is 2. The LUMO energy (alpha / beta) comes out at 1.08 / 1.04 eV.

Last column: Löwdin spin population.
Positions of all 23 atoms, in Å:
C1 0.87391 1.13388 -2.98540  0.00
C2 0.57317 1.15975 -1.47501  0.00
C3 -0.69568 0.28625 -1.12613  0.00
C4 -0.39562 -1.10271 -0.62496  0.00
C5 0.47045 -1.13999 0.60814  0.01
N1 -0.07802 -0.28307 1.70959  0.21
C6 -0.29923 -0.87903 2.95006  0.53
N2 -0.94666 -0.11920 3.85547  0.15
H1 1.25655 2.14798 -3.24044  0.00
H2 0.07872 0.98386 -3.79942  0.00
H3 1.64199 0.36053 -3.20223  0.00
H4 0.13875 2.15062 -1.16450  0.00
H5 1.43621 1.00746 -0.87388  0.00
H6 -1.21291 0.95820 -0.39086  0.00
H7 -1.43971 0.24626 -2.06593  0.00
H8 0.19845 -1.59273 -1.53358  0.00
H9 -1.20082 -1.77445 -0.61582  0.00
H10 0.68477 -2.16813 0.84457  0.00
H11 1.29795 -0.66138 0.21951  0.00
H12 -0.46189 0.73254 1.44177  0.01
H13 -0.06868 -1.95867 3.10631  0.05
H14 -1.52798 0.66433 3.66752  0.01
H15 -0.32371 -0.15230 4.69520  0.02



For the records above, the corresponding molar mass values read 112.51 115.20 u.
For the records above, the corresponding relative energy (zero: lowest compared OMol25 entry of this formula, charge and spin) values read 5.975 2.153 eV.